Formula: C32H47N5PtSi2
Source: OMol25
Level of theory: ωB97M-V/def2-TZVPD

Geometry (Å):
Pt 0.279 -0.380 0.026
C -2.047 -6.008 3.053
C -1.826 -4.548 2.772
C -2.838 -3.729 2.275
C -2.577 -2.421 1.939
C -1.312 -1.802 2.079
N -1.183 -0.502 1.619
C -2.003 0.419 2.144
C -2.427 0.360 3.509
C -3.209 1.323 4.108
C -3.659 2.449 3.420
C -4.458 3.539 4.076
C -3.301 2.516 2.076
C -2.538 1.546 1.447
N -2.453 1.672 0.023
C -3.504 1.856 -0.808
C -2.997 2.082 -2.067
C -1.591 2.001 -1.898
N -1.289 1.757 -0.632
C -0.319 -2.626 2.654
C -0.582 -3.964 2.944
N 0.996 -2.157 2.970
C 1.968 -2.786 3.689
C 3.061 -1.958 3.694
C 2.656 -0.838 2.933
N 1.418 -0.984 2.505
H -3.007 -6.178 3.548
H -1.264 -6.407 3.701
H -2.045 -6.607 2.137
H -3.833 -4.134 2.116
H -3.358 -1.805 1.508
H -2.091 -0.490 4.092
H -3.465 1.205 5.159
H -4.977 3.169 4.964
H -5.217 3.944 3.401
H -3.837 4.383 4.398
H -3.641 3.351 1.471
H -4.512 1.763 -0.438
H -3.557 2.212 -2.978
H -0.604 1.479 -3.711
H 0.223 -4.587 3.312
H 1.813 -3.743 4.152
H 4.015 -2.146 4.158
H 3.201 0.053 2.665
C 0.161 -3.476 -1.247
Si 1.727 -2.435 -1.538
C 3.024 -3.178 -0.373
C 2.285 -3.052 -3.275
C 1.624 -0.624 -1.550
Si 2.995 0.528 -1.301
C 4.512 -0.127 -0.366
C 3.742 1.057 -2.991
C 2.590 2.171 -0.434
H 0.016 -4.223 -2.041
H -0.703 -2.813 -1.197
H 0.222 -4.001 -0.290
H 2.941 -4.270 -0.424
H 2.858 -2.871 0.662
H 4.044 -2.900 -0.650
H 2.557 -4.114 -3.259
H 3.147 -2.481 -3.632
H 1.477 -2.924 -4.001
H 1.184 -0.347 -2.530
H 5.115 -0.774 -1.009
H 4.245 -0.699 0.523
H 5.132 0.723 -0.059
H 4.438 0.287 -3.340
H 4.284 2.008 -2.945
H 2.958 1.149 -3.748
H 2.828 2.091 0.630
H 1.521 2.380 -0.485
H 3.159 3.013 -0.850
C 1.153 3.680 -3.993
C -0.267 3.601 -3.426
C -0.414 4.637 -2.311
C -1.266 3.909 -4.541
C -0.474 2.176 -2.875
H 1.353 4.672 -4.412
H 1.301 2.941 -4.785
H 1.892 3.478 -3.216
H -0.154 5.632 -2.688
H 0.245 4.401 -1.474
H -1.434 4.664 -1.925
H -1.128 4.931 -4.910
H -2.294 3.819 -4.183
H -1.137 3.223 -5.381
H 0.432 1.859 -2.360

HOMO   0.034 Ha
Kohn-Sham gap   3.63 eV
Charge   -2
Lowest unoccupied orbital energy   4.556 eV


Formula: C25H18Cl40N2O2S
Source: OMol25
Level of theory: ωB97M-V/def2-TZVPD

Geometry (Å):
C 3.976 0.010 4.471
C 3.835 -1.060 3.272
S 4.732 -2.661 3.557
C 4.280 -3.923 2.224
C 3.178 -3.311 1.239
C 1.641 -3.654 1.257
C 0.664 -2.944 0.251
C 1.161 -1.862 -0.804
N 0.149 -1.291 -1.656
C 0.788 -0.332 -2.526
C 2.302 0.039 -2.557
C 2.813 1.161 -3.604
C 3.964 2.115 -3.024
O 5.220 1.451 -2.705
C 5.617 0.523 -3.708
C 6.121 -0.937 -3.201
O 5.612 0.760 -4.951
N 3.271 -0.592 -1.718
C 2.682 -1.556 -0.826
C 3.663 -2.281 0.186
H 4.447 0.969 4.037
H 4.562 -0.419 5.353
H 2.897 0.309 4.772
H 2.723 -1.223 3.011
H 4.301 -0.576 2.331
H 5.257 -4.212 1.683
H 3.880 -4.845 2.769
H 1.294 -4.429 2.022
H -0.451 -3.225 0.275
H 0.104 0.226 -3.272
H 3.048 0.716 -4.646
H 1.888 1.843 -3.780
H 4.219 2.999 -3.721
H 3.564 2.543 -2.023
H 6.408 -0.926 -2.082
H 7.051 -1.214 -3.830
H 5.275 -1.714 -3.304
H 4.788 -2.017 0.127
C -3.190 0.789 -0.995
Cl -4.053 1.768 -2.204
Cl -4.123 -0.683 -0.649
Cl -1.588 0.339 -1.625
Cl -2.995 1.732 0.500
C -4.101 -2.325 3.101
Cl -3.978 -0.599 3.501
Cl -4.470 -3.250 4.573
Cl -5.398 -2.565 1.910
Cl -2.559 -2.887 2.420
C 3.611 -5.477 6.431
Cl 3.736 -3.753 6.837
Cl 3.228 -6.405 7.898
Cl 2.322 -5.711 5.229
Cl 5.157 -6.041 5.761
C 7.926 -6.914 3.083
Cl 7.103 -5.344 2.958
Cl 9.644 -6.717 2.674
Cl 7.778 -7.531 4.743
Cl 7.177 -8.065 1.955
C -5.898 4.642 -4.317
Cl -4.988 4.990 -2.829
Cl -7.584 5.170 -4.125
Cl -5.157 5.510 -5.679
Cl -5.859 2.893 -4.637
C -3.038 7.072 0.589
Cl -3.845 8.653 0.498
Cl -1.323 7.258 0.161
Cl -3.170 6.435 2.242
Cl -3.812 5.942 -0.544
C -5.917 5.963 5.694
Cl -5.186 6.605 7.181
Cl -4.992 4.549 5.142
Cl -7.596 5.483 6.018
Cl -5.891 7.215 4.433
C -0.650 -2.993 -5.212
Cl 0.344 -2.007 -4.110
Cl -2.257 -2.252 -5.372
Cl 0.128 -3.072 -6.810
Cl -0.816 -4.635 -4.552
C -8.321 8.942 -1.923
Cl -9.454 9.001 -0.554
Cl -6.671 8.694 -1.315
Cl -8.762 7.599 -2.999
Cl -8.399 10.472 -2.823
C -6.606 -2.613 -3.425
Cl -7.426 -1.040 -3.535
Cl -4.888 -2.414 -3.834
Cl -6.751 -3.242 -1.768
Cl -7.357 -3.755 -4.560

HOMO   -0.318 Ha
Kohn-Sham gap   7.23 eV
Charge   0
Lowest unoccupied orbital energy   -1.420 eV


Formula: C2H7N3S
Source: OMol25
Level of theory: ωB97M-V/def2-TZVPD

Geometry (Å):
C 1.265 0.975 0.179
C -0.290 -0.327 -1.108
H 2.299 0.101 -0.469
H 1.032 2.220 -0.301
H 1.425 0.661 1.277
H -1.030 1.124 1.468
H -0.003 0.137 2.038
H -1.275 -2.467 -1.250
H -1.637 -1.477 0.280
N 0.039 0.184 0.032
N -0.764 0.260 1.285
N -1.506 -0.965 -0.903
S 0.445 -0.423 -2.527

HOMO   -0.300 Ha
Kohn-Sham gap   8.01 eV
Charge   0
Lowest unoccupied orbital energy   -0.166 eV
Relative energy (zero: lowest compared OMol25 entry of this formula, charge and spin)   187.7 kcal per mole


Formula: C4H12
Source: OMol25
Level of theory: ωB97M-V/def2-TZVPD

Geometry (Å):
C -1.180 -0.957 -0.839
C -1.506 -1.613 -2.163
H -0.726 0.064 -0.995
H -2.070 -0.826 -0.263
H -0.571 -1.590 -0.213
H -2.102 -0.949 -2.792
H -0.570 -1.840 -2.760
H -2.094 -2.544 -2.050
C 1.216 0.558 1.662
C 1.479 2.030 1.341
H 2.103 0.127 2.140
H 0.438 0.477 2.387
H 0.959 -0.009 0.754
H 1.879 2.462 2.226
H 2.230 2.101 0.540
H 0.514 2.509 1.024

HOMO   -0.430 Ha
SMILES   CC.CC
Kohn-Sham gap   12.83 eV
Charge   0
Lowest unoccupied orbital energy   1.142 eV
Relative energy (zero: lowest compared OMol25 entry of this formula, charge and spin)   4.9 kcal per mole


Formula: C35H61N2O16
Source: OMol25
Level of theory: ωB97M-V/def2-TZVPD

Geometry (Å):
C 3.232 4.253 0.193
C 2.690 3.484 -1.013
C 1.163 3.312 -0.966
C 0.620 2.086 -1.708
C 1.135 2.121 -3.154
C 0.787 0.686 -0.973
C 1.786 -0.191 -1.777
N 1.980 -1.532 -1.227
C -0.556 -0.068 -0.986
C -1.554 0.274 0.131
C -2.748 -0.671 0.037
C -2.090 1.705 0.049
N -0.847 -0.003 1.423
O -0.913 -1.220 1.815
C 0.427 0.726 1.730
C 1.163 -0.047 2.825
C 0.096 2.098 2.334
C 1.350 0.754 0.476
H 3.414 3.581 1.036
H 2.532 5.024 0.524
H 4.179 4.745 -0.032
H 3.182 2.508 -1.067
H 2.968 4.008 -1.932
H 0.836 3.303 0.076
H 0.694 4.196 -1.412
H -0.455 2.230 -1.814
H 2.208 1.934 -3.226
H 0.615 1.409 -3.797
H 0.949 3.115 -3.571
H 2.734 0.357 -1.865
H 1.392 -0.312 -2.787
H 2.679 -1.497 -0.496
H 2.367 -2.127 -1.951
H -1.041 0.092 -1.958
H -0.340 -1.137 -0.895
H -3.376 -0.324 -0.786
H -3.336 -0.667 0.956
H -2.432 -1.695 -0.160
H -1.319 2.468 0.044
H -2.645 1.803 -0.887
H -2.783 1.918 0.865
H 2.015 0.553 3.156
H 0.510 -0.234 3.678
H 1.525 -1.010 2.466
H -0.668 2.653 1.795
H -0.270 1.932 3.350
H 0.987 2.726 2.392
H 2.020 1.605 0.582
H 1.985 -0.120 0.599
C 6.805 -2.283 3.008
C 5.575 -1.473 2.698
C 4.759 -1.946 1.505
O 4.226 -0.720 0.994
C 5.034 0.300 1.383
O 4.937 1.415 0.985
O 5.940 -0.141 2.277
H 7.280 -1.942 3.926
H 6.530 -3.332 3.132
H 7.520 -2.204 2.189
H 4.933 -1.362 3.576
H 3.938 -2.612 1.756
H 5.396 -2.399 0.740
C -3.953 0.452 5.643
C -4.239 0.777 4.204
C -3.412 1.894 3.601
O -4.301 2.455 2.632
C -5.575 2.177 3.013
O -6.545 2.649 2.516
O -5.577 1.290 4.032
H -4.477 -0.454 5.942
H -2.887 0.276 5.782
H -4.275 1.265 6.295
H -4.156 -0.117 3.577
H -2.508 1.539 3.113
H -3.163 2.659 4.342
C 3.325 2.745 -6.740
C 3.984 1.486 -6.246
C 5.196 1.017 -7.033
O 5.134 -0.404 -6.882
C 3.851 -0.751 -6.615
O 3.443 -1.866 -6.589
O 3.106 0.353 -6.384
H 2.554 3.077 -6.046
H 4.068 3.539 -6.831
H 2.870 2.576 -7.716
H 4.235 1.565 -5.183
H 6.147 1.374 -6.646
H 5.103 1.266 -8.093
C -5.089 -3.375 -4.466
C -4.158 -2.204 -4.640
C -3.383 -1.793 -3.401
O -3.246 -0.380 -3.569
C -4.250 0.054 -4.374
O -4.510 1.195 -4.571
O -4.902 -1.000 -4.915
H -5.534 -3.669 -5.415
H -4.534 -4.226 -4.067
H -5.884 -3.116 -3.768
H -3.476 -2.355 -5.482
H -2.395 -2.238 -3.318
H -3.956 -1.986 -2.489
C -4.275 -3.931 3.665
C -3.161 -3.995 4.676
C -3.517 -4.598 6.024
O -2.663 -3.880 6.922
C -2.353 -2.691 6.352
O -1.806 -1.794 6.908
O -2.761 -2.666 5.065
H -3.910 -3.571 2.705
H -4.700 -4.926 3.522
H -5.062 -3.264 4.019
H -2.274 -4.482 4.262
H -3.307 -5.660 6.110
H -4.558 -4.396 6.290

HOMO (spin up / spin down)   -0.287 / -0.338 Ha
Kohn-Sham gap (spin up / spin down)   8.18 / 9.59 eV
Charge   0
<S²>   0.75
Lowest unoccupied orbital energy (spin up / spin down)   0.385 / 0.384 eV
Multiplicity   2


Formula: C20H41N2OsP3S
Source: OMol25
Level of theory: ωB97M-V/def2-TZVPD

Geometry (Å):
Os 0.736 -0.274 -0.324
P -0.860 1.208 -1.096
P 1.407 -2.198 -1.216
P 2.362 1.089 -1.212
H -0.159 1.908 2.981
C 0.122 2.983 2.892
C -0.792 3.884 2.571
H -1.864 3.679 2.639
C -2.485 1.376 -0.250
C -1.336 0.693 -2.813
C -0.601 3.031 -1.332
C 2.615 -3.046 -0.138
C 0.102 -3.455 -1.474
C 2.230 -2.078 -2.844
C 2.565 2.684 -0.305
C 2.097 1.641 -2.962
C 4.118 0.528 -1.334
H 1.218 3.126 2.782
H -0.535 4.904 2.269
H -2.337 1.369 0.838
H -3.176 0.573 -0.543
H -2.937 2.342 -0.518
H -1.434 -0.396 -2.827
H -0.560 0.991 -3.527
H -2.301 1.136 -3.093
H 0.160 3.393 -0.633
H -1.532 3.576 -1.111
H -0.317 3.270 -2.367
H 3.032 -3.899 -0.693
H 2.087 -3.396 0.761
H 3.413 -2.356 0.170
H 0.541 -4.315 -1.999
H -0.710 -3.026 -2.081
H -0.302 -3.756 -0.497
H 2.456 -3.105 -3.170
H 3.155 -1.491 -2.760
H 1.546 -1.594 -3.556
H 3.600 2.761 0.046
H 1.911 2.747 0.573
H 2.356 3.526 -0.978
H 3.040 2.052 -3.353
H 1.334 2.423 -3.041
H 1.805 0.800 -3.600
H 4.750 1.143 -0.683
H 4.442 0.661 -2.373
H 4.269 -0.516 -1.041
C 4.525 0.872 2.799
C 5.823 0.295 2.944
C 6.685 0.746 3.932
C 6.332 1.810 4.768
C 5.114 2.448 4.547
C 4.234 2.014 3.577
S 3.343 0.132 1.839
H -0.270 -0.965 -1.352
H 6.115 -0.525 2.281
H 7.647 0.239 4.034
H 7.011 2.137 5.552
H 4.883 3.314 5.136
H 3.319 2.541 3.368
N -0.625 -1.233 2.398
C -1.757 -1.747 2.911
C -2.619 -1.952 1.862
C -1.965 -1.523 0.715
N -0.732 -1.068 1.047
H 0.215 -0.956 2.903
H -1.887 -1.938 3.964
H -3.616 -2.364 1.886
H -2.310 -1.562 -0.316

HOMO (spin up / spin down)   -0.734 / -0.736 Ha
Kohn-Sham gap (spin up / spin down)   6.52 / 4.21 eV
Charge   +4
<S²>   6.04
Lowest unoccupied orbital energy (spin up / spin down)   -13.455 / -15.810 eV
Multiplicity   5


Formula: CH10N2O3
Source: OMol25
Level of theory: ωB97M-V/def2-TZVPD

Geometry (Å):
N 1.529 1.232 -0.094
C 1.539 0.023 0.727
N 1.741 -1.186 0.046
H 2.378 1.466 -0.586
H 0.942 0.953 -0.850
H 2.080 0.314 1.667
H 2.033 -1.995 0.490
H -2.936 -1.289 -0.110
H -1.176 -0.539 -1.287
O -2.630 -0.422 -0.439
H 0.527 -0.121 1.076
H 0.373 -0.858 -0.962
O -0.250 -0.307 -1.558
H -1.698 1.019 1.977
H -1.906 0.348 0.578
O -1.212 0.760 1.244

HOMO   -0.327 Ha
Kohn-Sham gap   4.10 eV
Charge   0
Lowest unoccupied orbital energy   -4.808 eV
Relative energy (zero: lowest compared OMol25 entry of this formula, charge and spin)   180.9 kcal per mole


Formula: H3NO2
Source: OMol25
Level of theory: ωB97M-V/def2-TZVPD

Geometry (Å):
H -0.426 -0.183 0.787
H 0.270 0.433 1.991
H 0.127 -1.109 -1.249
N -0.205 -0.078 -1.314
O -0.556 0.411 1.550
O 0.791 0.526 -1.766

HOMO   -0.380 Ha
SMILES   N=O.O
Kohn-Sham gap   9.18 eV
Charge   0
Lowest unoccupied orbital energy   -1.150 eV
Relative energy (zero: lowest compared OMol25 entry of this formula, charge and spin)   7.0 kcal per mole


Formula: C4H10
Source: OMol25
Level of theory: ωB97M-V/def2-TZVPD

Geometry (Å):
C -1.724 -0.307 -0.224
C -0.647 0.375 0.476
C 0.654 0.539 -0.353
C 1.778 -0.354 0.061
H -1.558 -1.362 -0.611
H -2.042 0.296 -1.064
H -2.820 -0.403 0.518
H -0.452 -0.224 1.514
H -0.896 1.410 0.850
H 0.581 0.474 -1.558
H 1.001 1.436 -0.296
H 2.500 -0.411 -0.518
H 2.234 -0.211 1.031
H 1.392 -1.258 0.175

HOMO   -0.401 Ha
SMILES   CCCC
Kohn-Sham gap   12.19 eV
Charge   0
Lowest unoccupied orbital energy   1.270 eV
Relative energy (zero: lowest compared OMol25 entry of this formula, charge and spin)   64.4 kcal per mole


Formula: CH4S2
Source: OMol25
Level of theory: ωB97M-V/def2-TZVPD

Geometry (Å):
C -0.009 -0.073 -0.054
S 0.639 0.667 1.473
S -0.256 0.215 -2.829
H 0.172 0.546 -0.953
H 0.268 -1.120 -0.076
H -1.096 -0.026 0.021
H 0.281 -0.209 2.419

HOMO   -0.351 Ha
Kohn-Sham gap   6.22 eV
Charge   0
Lowest unoccupied orbital energy   -3.320 eV
Relative energy (zero: lowest compared OMol25 entry of this formula, charge and spin)   94.5 kcal per mole


Number 1: DFT total energy -60399.5595 eV. Number 2: DFT total energy -545012.1409 eV. Number 3: DFT total energy -17484.7728 eV. Number 4: DFT total energy -4342.3177 eV. Number 5: DFT total energy -73024.9445 eV. Number 6: DFT total energy -65509.2810 eV. Number 7: DFT total energy -10314.7329 eV. Number 8: DFT total energy -5630.5259 eV. Number 9: DFT total energy -4307.5683 eV. Number 10: DFT total energy -22768.1910 eV.